Entry 1:
34
Properties=species:S:1:pos:R:3:mulliken_charge:R:1 method="wB97M-V/def2-TZVPD" orbital_gap_ev="4.26 / 4.29" homo_ev="-1.826 / -1.855" multiplicity=5 total_charge=-1 s2=6.010 lumo_ev="2.44 / 2.43" e_above_lowest_kcal_mol=0.0
Pm -0.65085 1.39153 0.13851 0.6200
Cl -0.37436 2.68329 -2.02221 -0.6309
Cl -1.65431 2.01617 2.40235 -0.6364
C -2.62297 0.58283 -0.48503 -1.2437
H -3.36988 0.50693 0.30118 0.2092
H -3.03846 0.99411 -1.40639 0.2179
C -0.62063 -1.20435 -0.33143 -0.3193
C -1.91332 -0.81428 -0.80748 0.8709
H -0.10722 -0.71908 0.52315 -0.0210
C -1.85182 -0.98510 -2.37483 -0.4495
H -2.59493 -1.56487 -0.35910 0.2273
C -1.54849 -2.39928 -2.80238 -0.7704
H -2.74645 -0.58892 -2.85472 0.4005
H -1.03098 -0.33487 -2.69707 0.1394
C -0.18052 -2.84531 -2.28165 -0.5807
H -2.31667 -3.07359 -2.40134 0.3037
H -1.56624 -2.46713 -3.88965 0.3399
C -0.06229 -2.51434 -0.77695 -0.9433
H -0.03121 -3.92272 -2.43742 0.3318
H 0.63676 -2.34080 -2.81661 0.2955
H -0.63083 -3.30861 -0.24739 0.2786
H 0.97452 -2.63254 -0.41892 0.2449
C 1.57141 0.62040 3.48604 -1.0658
C 2.00781 1.59265 2.46254 0.3857
N 1.52570 1.77614 1.22210 -0.0721
C 2.23194 2.85801 0.66551 -0.2554
C 3.17262 3.28372 1.56162 -0.6111
N 3.00240 2.47452 2.69232 -0.0545
H 2.43873 0.04201 3.83675 0.3790
H 1.11526 1.14925 4.33718 0.2897
H 0.82818 -0.05629 3.04933 0.1349
H 1.95674 3.22478 -0.31691 0.3921
H 3.92663 4.04645 1.48044 0.3863
H 3.52372 2.52927 3.56848 0.2068

=====

Entry 2:
17
Properties=species:S:1:pos:R:3:mulliken_charge:R:1 method="wB97M-V/def2-TZVPD" orbital_gap_ev=7.66 homo_ev=-4.437 total_charge=-1 lumo_ev=3.22
C 3.07607 -0.84308 -0.01510 -1.2445
C 2.12383 0.34378 -0.12013 -0.3066
S 0.75797 0.09100 1.04602 -0.2083
C -0.51864 1.22275 0.38032 -0.7420
Al -2.04666 0.19477 -0.46329 0.2335
O -3.52445 0.17121 0.72312 -0.5411
C -4.20250 -0.88789 0.63446 0.6189
N -4.77549 -1.89830 0.58634 -0.5858
H 3.93056 -0.68573 -0.67522 0.3447
H 3.46769 -0.95320 0.99600 0.2992
H 2.53329 -1.74398 -0.28941 0.3425
H 2.61494 1.28412 0.12476 0.3090
H 1.72508 0.36156 -1.13291 0.2883
H -0.80781 1.93275 1.15596 0.4105
H -0.03325 1.81490 -0.39792 0.2360
H -1.69696 -1.33533 -0.77029 -0.2103
H -2.49712 0.94023 -1.82830 -0.2439

=====

Entry 3:
17
Properties=species:S:1:pos:R:3:mulliken_charge:R:1 method="wB97M-V/def2-TZVPD" smiles="[H]/N=C(/N)[C@@]12CC=NN1C2" orbital_gap_ev=9.99 homo_ev=-9.282 total_charge=0 lumo_ev=0.71 e_above_lowest_kcal_mol=34.4
H 1.42297 0.23101 -1.74846 0.3308
N 0.77070 1.00769 -1.99857 -0.8179
C -0.10256 1.04495 -1.06827 0.0292
N -1.14524 1.96177 -1.14839 -0.4660
C -0.03430 0.20442 0.18133 0.9740
C -1.24816 -0.55645 0.68421 -0.5634
C -0.60423 -1.84531 1.11406 -0.1734
N 0.63178 -1.93173 0.86269 -0.6150
N 1.10636 -0.74085 0.26357 -0.2851
C 1.07006 0.41711 1.15551 -0.5515
H -1.33254 2.29783 -2.09716 0.2829
H -1.97771 1.82979 -0.60198 0.2310
H -1.94990 -0.66939 -0.16630 0.3857
H -1.81466 -0.07312 1.53351 0.2738
H -1.10397 -2.68171 1.61097 0.4184
H 1.85563 1.15932 0.97760 0.3012
H 0.87009 0.23973 2.23565 0.2454